[1]
{"formula": "C3H9NO3", "method": "ωB97M-V with the def2-TZVPD basis set", "lumo_energy_ev": 0.62, "e_tot_ha": -400.21393, "homo_energy_ev": -10.264, "total_charge": 0, "smiles": "CCNC(=O)O.O", "elements": ["C", "C", "N", "C", "O", "O", "H", "H", "H", "H", "H", "H", "H", "O", "H", "H"], "xyz": [[1.30999, 1.59336, -0.24474], [0.22367, 1.11667, -1.21457], [0.34605, -0.34272, -1.43252], [-0.16085, -1.17850, -0.49384], [-0.69891, -0.87725, 0.54531], [0.18479, -2.46399, -0.76738], [1.33568, 2.67910, -0.16879], [2.25538, 1.21682, -0.60851], [1.04873, 1.19814, 0.73521], [0.32033, 1.50741, -2.22792], [-0.77939, 1.31036, -0.84339], [1.26525, -0.59134, -1.76214], [-0.19220, -3.03007, -0.07878], [-2.09876, -0.39833, 3.06292], [-2.74657, -1.08625, 3.23103], [-1.61321, -0.65340, 2.26812]], "forces_ev_per_a": [[-1.1, 0.1, -0.3], [0.3, -0.7, -0.2], [-0.4, 0.9, 0.3], [1.6, -0.8, 0.7], [-0.9, 0.3, -0.2], [-0.3, 0.0, -0.3], [0.1, 0.0, -0.1], [0.4, 0.0, 0.2], [0.4, -0.1, 0.1], [0.0, 0.5, 0.2], [0.0, 0.1, 0.0], [-0.2, -0.5, -0.3], [0.1, 0.2, 0.0], [0.0, 0.2, 0.2], [0.1, -0.1, -0.1], [-0.1, -0.1, -0.1]], "mulliken_charge": [-0.9986, -0.4069, -0.2954, 0.6160, -0.6547, -0.4846, 0.3349, 0.3185, 0.2639, 0.2799, 0.3430, 0.2484, 0.3392, -0.6505, 0.2967, 0.4502]}

***

[2]
{"formula": "C3H9NO3S", "method": "ωB97M-V with the def2-TZVPD basis set", "lumo_energy_ev": 0.40, "e_tot_ha": -798.31585, "homo_energy_ev": -11.136, "total_charge": 0, "smiles": "CCCOS(N)(=O)=O", "elements": ["C", "C", "C", "O", "S", "N", "O", "O", "H", "H", "H", "H", "H", "H", "H", "H", "H"], "xyz": [[-3.07575, -0.79814, 0.22871], [-2.47173, 0.51920, -0.49271], [-1.14988, 0.83469, 0.18978], [-0.32016, -0.18045, -0.36487], [1.24871, 0.03730, 0.10524], [1.85358, -1.20077, -0.88062], [1.66344, 1.41032, -0.29571], [1.33158, -0.43708, 1.47470], [-4.12178, -1.07540, 0.03081], [-2.45343, -1.66473, 0.00684], [-2.84190, -0.62985, 1.37309], [-3.21352, 1.30723, -0.18208], [-2.32622, 0.39723, -1.59366], [-0.75566, 1.80087, 0.00693], [-1.27718, 0.85134, 1.27727], [1.62692, -0.77415, -1.80118], [1.19371, -2.08077, -0.70515]], "forces_ev_per_a": [[1.8, 1.0, 1.3], [-1.9, -0.5, 1.6], [-1.8, -0.3, -0.4], [2.2, 0.7, 1.1], [-0.5, 0.1, 0.4], [-1.8, 0.0, 0.1], [-0.6, -3.8, 0.8], [0.3, 1.1, -1.5], [0.4, 0.5, 0.1], [-0.1, -0.1, -0.3], [-1.1, -0.3, -2.1], [0.7, -0.4, -1.0], [-0.4, 0.3, 0.9], [0.4, 1.0, -0.9], [0.3, -0.9, 0.0], [0.4, -1.0, 0.2], [1.8, 2.6, -0.5]], "mulliken_charge": [-0.9927, -0.3943, -0.6475, -0.2165, 1.0824, -0.6160, -0.5647, -0.5692, 0.3358, 0.2706, 0.2514, 0.3030, 0.2576, 0.4549, 0.3626, 0.3266, 0.3560]}

***

[3]
{"formula": "C3H9NO4", "method": "ωB97M-V with the def2-TZVPD basis set", "lumo_energy_ev": 0.80, "e_tot_ha": -475.37109, "homo_energy_ev": -10.010, "total_charge": 0, "smiles": "CC(=O)ON.OCO", "elements": ["C", "C", "O", "O", "N", "H", "H", "H", "H", "H", "O", "C", "O", "H", "H", "H", "H"], "xyz": [[1.10637, -1.87077, -0.38759], [1.25660, -0.38571, -0.31981], [1.38071, 0.38224, -1.23610], [1.34534, 0.02872, 1.00327], [1.63703, 1.40861, 1.20341], [0.04086, -2.08944, -0.44993], [1.58016, -2.25136, -1.28799], [1.49708, -2.34252, 0.50806], [2.60790, 1.46042, 1.50812], [1.56048, 1.84104, 0.27613], [-1.86124, -0.59902, -0.50741], [-1.63144, 0.71696, -0.08852], [-2.80980, 1.39184, 0.22592], [-2.35510, -0.57596, -1.33713], [-1.15309, 1.31574, -0.87328], [-0.94992, 0.62649, 0.80553], [-3.25192, 0.94271, 0.95733]], "forces_ev_per_a": [[-0.5, 0.0, 0.0], [1.0, 0.5, 0.8], [-0.3, -0.1, 0.1], [0.2, -0.6, -0.7], [-0.5, 0.4, -0.3], [0.0, 0.0, 0.0], [0.1, 0.1, 0.0], [0.1, 0.0, 0.0], [-0.1, -0.3, -0.2], [0.2, -0.1, 0.2], [-0.1, -0.3, -0.2], [0.8, 0.2, 0.9], [-0.4, 0.1, 0.0], [0.0, 0.0, 0.1], [0.0, -0.1, 0.2], [-0.7, 0.1, -0.9], [0.1, 0.0, -0.1]], "mulliken_charge": [-0.9204, 0.8492, -0.6060, -0.2537, -0.4596, 0.2051, 0.3040, 0.3119, 0.2574, 0.2898, -0.4904, -0.0756, -0.5376, 0.3059, 0.2332, 0.2549, 0.3321]}

***

[4]
{"formula": "C3H9NO5S3", "method": "ωB97M-V with the def2-TZVPD basis set", "lumo_energy_ev": 0.45, "e_tot_ha": -1745.06741, "homo_energy_ev": -9.435, "total_charge": 0, "elements": ["C", "C", "C", "N", "O", "O", "O", "O", "O", "S", "S", "S", "H", "H", "H", "H", "H", "H", "H", "H", "H"], "xyz": [[1.81559, -2.52936, 0.46109], [-3.23078, 1.02773, 0.59882], [0.82298, 0.87534, -1.88523], [1.00188, -0.10236, 0.91300], [2.83806, -0.27088, -0.59960], [-1.57128, -0.96639, 0.14761], [-1.45426, 0.33780, 2.25649], [-0.70775, 1.39172, 0.12412], [1.60412, 2.27056, 0.22853], [2.49838, -0.82157, 0.76135], [-1.64135, 0.26413, 0.87074], [0.90248, 1.04070, -0.09721], [2.59286, -3.37462, 0.31473], [1.28958, -2.56871, -0.54536], [1.10090, -2.59329, 1.26237], [-3.10407, 2.05390, 0.47721], [-3.68175, 0.61844, -0.32150], [-3.56843, 0.67115, 1.64746], [0.92529, -0.17291, -2.17608], [-0.06865, 1.25183, -2.15760], [1.63620, 1.59681, -2.28093]], "forces_ev_per_a": [[1.0, -0.5, -2.0], [0.4, -2.7, 1.1], [4.0, -0.2, 0.4], [0.2, -0.6, 0.2], [1.4, -0.5, 0.2], [0.1, 0.0, 0.0], [0.7, -0.1, 1.8], [0.3, -0.5, 0.0], [-0.8, -1.3, -0.9], [-0.8, -0.8, -1.6], [-1.1, 0.3, -1.9], [0.3, 2.7, 1.1], [-1.0, 1.6, 1.1], [0.3, 0.7, 1.3], [-0.2, -0.8, 0.3], [0.1, 1.8, 0.3], [-0.1, -0.1, 0.8], [-0.8, 1.0, -2.1], [0.2, 0.4, 0.1], [-3.2, 1.2, -0.9], [-1.1, -1.7, 0.7]], "mulliken_charge": [-0.7413, -0.8978, -0.9753, -0.4603, -0.6304, -0.5862, -0.5837, -0.3541, -0.6555, 0.4303, 1.3164, 1.2490, 0.3124, 0.2035, 0.3315, 0.2914, 0.2989, 0.3460, 0.2834, 0.4752, 0.3466]}

***

[5]
{"formula": "C3H9NOP", "method": "ωB97M-V with the def2-TZVPD basis set", "lumo_energy_ev": [-3.46, -6.97], "spin_multiplicity": 3, "s2": 2.01, "e_tot_ha": -590.56485, "homo_energy_ev": [-11.761, -14.454], "total_charge": 1, "elements": ["C", "C", "C", "N", "O", "P", "H", "H", "H", "H", "H", "H", "H", "H", "H"], "xyz": [[1.15394, -0.93155, -0.24303], [1.60678, 0.49381, -0.29168], [-0.92751, 0.30361, -0.24136], [-0.22163, -0.71307, 0.43048], [0.69596, 1.23703, -0.97469], [-1.79306, 1.60203, 0.78297], [0.91303, -1.45190, -1.18754], [1.76090, -1.37137, 0.60337], [1.94674, 0.86982, 0.63394], [2.60910, 0.51705, -0.81314], [-1.36123, -0.05466, -1.10124], [-0.63038, -1.62056, 0.41544], [-0.14029, -0.40478, 1.38348], [-2.55822, 1.96487, -0.29606], [-1.10053, 2.69373, 0.31032]], "forces_ev_per_a": [[-0.5, 0.3, 3.2], [2.0, -0.8, -3.5], [-3.0, 1.0, 2.0], [1.4, -0.6, -0.2], [1.8, 1.6, -0.3], [0.4, -1.1, -0.5], [0.8, 0.2, 0.6], [-0.4, -0.7, -1.7], [-0.3, 0.9, 1.6], [-0.7, 0.3, 0.0], [-1.0, -0.4, -2.0], [-1.1, -1.0, 0.2], [0.5, -0.3, 0.9], [-1.3, -0.3, -0.5], [1.3, 0.8, 0.3]], "mulliken_spin": [0.0556, -0.0258, 0.7775, 0.0019, 0.9547, 0.0558, -0.0016, -0.0023, 0.0502, 0.0576, 0.0000, 0.0221, -0.0023, 0.0046, 0.0519]}

***

[6]
{"formula": "C3H9NOS", "method": "ωB97M-V with the def2-TZVPD basis set", "lumo_energy_ev": 0.78, "e_tot_ha": -647.84811, "homo_energy_ev": -9.326, "total_charge": 0, "smiles": "N[C@@H](CO)CS", "elements": ["N", "C", "C", "O", "C", "S", "H", "H", "H", "H", "H", "H", "H", "H", "H"], "xyz": [[0.89980, -1.04045, 0.48733], [-0.06572, -0.19511, -0.25962], [-1.47913, -0.32111, 0.36134], [-2.02882, -1.57180, 0.32805], [0.43618, 1.28719, -0.15170], [2.06656, 1.58336, -0.87882], [1.86204, -0.78140, 0.37114], [0.85897, -1.90050, -0.05286], [-0.17373, -0.39453, -1.33359], [-1.47190, 0.13454, 1.36088], [-1.95163, 0.54526, -0.13809], [-1.96607, -2.07153, -0.49666], [-0.26838, 2.00871, -0.58820], [0.40661, 1.58286, 0.89683], [2.87520, 1.13450, 0.09397]], "forces_ev_per_a": [[-1.2, -0.9, -1.2], [0.7, 1.3, 1.2], [1.9, 2.8, -0.7], [-0.9, -1.0, 0.5], [-0.9, -0.5, 0.5], [-0.1, 0.2, -0.3], [0.3, 0.7, -0.3], [0.1, -0.5, 0.7], [0.3, -0.4, 0.0], [0.2, -1.2, 0.4], [-1.2, -0.8, -0.7], [0.2, 0.7, 0.0], [0.3, -0.3, -0.4], [0.4, -0.2, 0.2], [-0.3, 0.0, 0.1]], "mulliken_charge": [-0.6556, 0.4467, -0.5781, -0.4977, -1.0711, -0.2092, 0.2043, 0.2586, 0.2946, 0.3186, 0.2767, 0.3338, 0.4009, 0.3741, 0.1035]}

***

[7]
{"formula": "C3H9NOS", "method": "ωB97M-V with the def2-TZVPD basis set", "lumo_energy_ev": 0.75, "e_tot_ha": -647.86841, "homo_energy_ev": -8.935, "total_charge": 0, "smiles": "N[C@H](CO)CS", "elements": ["N", "C", "C", "O", "C", "S", "H", "H", "H", "H", "H", "H", "H", "H", "H"], "xyz": [[0.14535, 0.17181, 1.43984], [-0.27191, 0.19882, 0.04617], [-0.54665, -1.18937, -0.52290], [-1.20086, -2.01957, 0.43663], [0.77056, 0.89173, -0.79613], [1.04699, 2.65565, -0.42181], [1.11129, -0.09045, 1.56757], [-0.45855, -0.44696, 1.95785], [-1.13672, 0.83576, 0.06893], [0.36057, -1.72439, -0.83961], [-1.10879, -1.13218, -1.47091], [-2.14137, -2.02574, 0.22694], [0.53679, 0.86607, -1.86196], [1.76537, 0.43013, -0.74213], [1.12794, 2.57871, 0.91151]], "forces_ev_per_a": [[0.1, 0.4, 0.0], [0.9, -0.1, 0.4], [-0.2, -0.5, -0.6], [-0.3, 0.1, -0.4], [1.0, 0.4, -0.2], [-0.3, 0.2, -0.2], [0.1, -0.3, -0.1], [0.1, -0.2, 0.1], [-0.9, 0.0, -0.5], [0.2, 0.3, 0.5], [-0.2, 0.2, 0.4], [0.1, 0.0, 0.1], [-0.3, 0.1, 0.0], [-0.3, -0.3, 0.3], [0.0, -0.2, 0.0]], "mulliken_charge": [-0.5804, 0.4193, -0.7171, -0.5240, -0.8938, -0.2499, 0.2301, 0.2483, 0.2149, 0.2808, 0.3527, 0.3168, 0.3342, 0.4223, 0.1458]}

***

[8]
{"formula": "C3H9NOS", "method": "ωB97M-V with the def2-TZVPD basis set", "lumo_energy_ev": 0.74, "e_tot_ha": -647.84106, "homo_energy_ev": -8.436, "total_charge": 0, "smiles": "NC=O.CSC", "elements": ["N", "C", "O", "H", "H", "H", "C", "S", "C", "H", "H", "H", "H", "H", "H"], "xyz": [[0.35536, 0.33425, -2.28979], [1.57180, 0.67484, -1.64122], [1.77772, 1.86512, -1.36683], [0.00256, -0.60822, -2.25383], [-0.22980, 1.09462, -2.68072], [2.21015, -0.18218, -1.24528], [-0.28900, 0.73660, 1.06702], [-1.50185, -0.63350, 1.31928], [-0.26854, -2.05294, 1.37835], [0.72401, 0.35201, 0.81548], [-0.90093, 1.30571, 0.22488], [-0.39194, 1.53999, 2.01348], [-0.70001, -2.77909, 2.02124], [0.63535, -1.59097, 1.77865], [-0.11462, -2.40754, 0.35597]], "forces_ev_per_a": [[1.7, 0.5, 0.4], [-2.3, 2.0, 0.5], [0.5, -2.5, -0.8], [0.0, 0.1, -0.2], [0.8, -0.9, 0.7], [-0.7, 0.8, -0.8], [-3.0, 2.8, 0.7], [1.4, -0.7, 0.2], [-0.6, 1.9, -0.7], [-0.9, 0.8, 0.2], [2.3, -0.9, 1.3], [0.9, -2.4, -2.4], [0.0, -0.8, 0.5], [0.0, -0.5, 0.1], [0.1, -0.2, 0.3]], "mulliken_charge": [-0.3348, 0.0661, -0.5223, 0.2148, 0.2268, 0.3397, -0.6054, -0.0843, -0.7453, 0.1653, 0.2036, 0.2876, 0.3163, 0.2603, 0.2116]}

***

[9]
{"formula": "C3H9NOS2", "method": "ωB97M-V with the def2-TZVPD basis set", "lumo_energy_ev": [-0.32, -0.36], "e_tot_ha": -1045.90190, "homo_energy_ev": [-8.474, -8.683], "total_charge": 0, "elements": ["C", "C", "C", "N", "O", "S", "S", "H", "H", "H", "H", "H", "H", "H", "H", "H"], "xyz": [[-2.34605, 0.48652, 0.43732], [2.12135, -1.84279, -0.21044], [0.32540, 0.15537, 0.25957], [0.21212, 2.37646, -0.25377], [2.84476, 0.72409, -0.31420], [-1.03954, -0.69552, -0.27386], [1.77641, -0.07137, -0.88928], [-2.33556, 0.33485, 1.50419], [-3.38411, 0.18451, 0.16497], [-2.05267, 1.49700, 0.04421], [1.38451, -2.01436, 0.59485], [3.12235, -1.72735, 0.15289], [2.03923, -2.32116, -1.11976], [0.53582, 0.46638, 1.25042], [1.16966, 2.40053, 0.05655], [0.17373, 2.35245, -1.24242]], "forces_ev_per_a": [[0.0, -0.5, -1.0], [-1.0, 3.0, 0.9], [0.7, 3.2, -3.0], [-0.9, -2.8, 2.4], [1.4, 1.2, 0.2], [-1.9, 0.6, 0.4], [-1.5, -1.6, 2.1], [0.4, 0.6, 0.4], [1.0, 0.1, -0.4], [-0.3, -1.0, 0.8], [0.5, -0.5, -0.7], [0.5, -0.2, 0.2], [-0.2, -2.1, -1.4], [0.2, -0.1, 0.9], [0.6, 0.3, -0.3], [0.4, -0.2, -1.4]], "mulliken_charge": [-0.7805, -0.9835, -0.4697, -0.7302, -0.5974, 0.0154, 0.5547, 0.2543, 0.3320, 0.2958, 0.3471, 0.3740, 0.3180, 0.5369, 0.2887, 0.2444]}

***

[10]
{"formula": "C3H9NOS2", "method": "ωB97M-V with the def2-TZVPD basis set", "lumo_energy_ev": -0.56, "e_tot_ha": -1046.00352, "homo_energy_ev": -8.685, "total_charge": 0, "smiles": "N[C@H](CO)CSS", "elements": ["N", "C", "C", "O", "C", "S", "S", "H", "H", "H", "H", "H", "H", "H", "H", "H"], "xyz": [[-1.22770, -0.51192, -0.17505], [-0.29094, 0.57529, 0.00220], [0.07722, 1.20934, -1.32874], [-1.20107, 1.71319, -1.79103], [1.01110, 0.15150, 0.66680], [0.75152, -0.51576, 2.38212], [0.55952, -2.69138, 2.24418], [-1.79039, -0.44551, 0.66628], [-0.72671, -1.36248, -0.28759], [-0.80877, 1.30298, 0.52803], [0.50184, 0.46011, -2.20452], [0.87264, 1.98271, -1.18215], [-1.85698, 1.11003, -1.41177], [1.61064, -0.55039, 0.08035], [1.67758, 1.00014, 0.61114], [0.84051, -3.42784, 1.19974]], "forces_ev_per_a": [[-0.8, 1.5, 0.2], [2.6, -2.1, -1.7], [-0.6, -1.0, -2.3], [1.3, 0.6, -0.3], [-0.2, -0.2, 0.4], [0.8, -0.6, -1.5], [-1.0, 0.6, 2.3], [-0.1, -1.2, -0.2], [-0.1, -0.9, 0.2], [-0.6, 1.7, 1.3], [-0.9, 1.4, 2.4], [-1.1, -0.1, -0.3], [0.1, -0.2, -0.3], [-0.6, -0.5, 0.0], [0.3, 0.5, 1.1], [0.7, 0.6, -1.6]], "mulliken_charge": [-0.5895, 0.1124, -0.4898, -0.5395, -1.0493, -0.0374, -0.2232, 0.2585, 0.2290, 0.4811, 0.2130, 0.3191, 0.3359, 0.4392, 0.4142, 0.1263]}

***

[11]
{"formula": "C3H9NOS2", "method": "ωB97M-V with the def2-TZVPD basis set", "lumo_energy_ev": 0.15, "e_tot_ha": -1045.91415, "homo_energy_ev": -7.947, "total_charge": 0, "elements": ["C", "C", "C", "N", "O", "S", "S", "H", "H", "H", "H", "H", "H", "H", "H", "H"], "xyz": [[1.57181, -1.54504, 0.12472], [2.09045, -0.15282, -0.03522], [1.00022, 0.85736, -0.03177], [-2.06350, 0.31332, -0.09675], [1.06798, 2.07301, -0.01519], [-2.53595, -1.26663, 0.07664], [-3.19837, 1.42581, 0.29951], [2.39621, -2.31360, 0.15129], [0.87902, -1.49733, 1.01237], [1.10610, -1.64659, -0.77501], [2.76870, 0.14279, -0.85885], [2.78436, 0.21789, 0.82799], [-0.00600, 0.36899, -0.00185], [-2.47384, 2.29233, 1.18199], [-2.18246, -1.69870, -1.10363], [-3.20474, 2.42920, -0.75625]], "forces_ev_per_a": [[1.8, 0.2, 2.1], [3.3, 2.9, 1.9], [-1.5, 0.3, 0.2], [-0.4, 2.3, 0.3], [0.5, -0.9, -0.1], [-0.8, -1.0, 1.2], [1.5, 0.7, -0.6], [-1.0, 0.8, 0.5], [0.7, -0.8, -1.0], [-2.1, -1.2, -2.2], [-0.4, -0.9, -0.2], [-1.1, -0.8, -1.0], [0.3, 0.5, -0.1], [-0.8, -0.8, -1.1], [0.1, -0.3, -1.1], [0.1, -1.1, 1.3]], "mulliken_charge": [-1.0033, -0.3094, 0.5591, -0.4101, -0.5735, -0.1800, -0.0841, 0.3218, 0.2684, 0.2909, 0.2969, 0.2304, 0.0371, 0.2369, 0.1065, 0.2124]}

***

[12]
{"formula": "C3H9NOS2", "method": "ωB97M-V with the def2-TZVPD basis set", "lumo_energy_ev": 0.42, "e_tot_ha": -1046.03978, "homo_energy_ev": -8.937, "total_charge": 0, "smiles": "N[C@@H](CO)CSS", "elements": ["N", "C", "C", "O", "C", "S", "S", "H", "H", "H", "H", "H", "H", "H", "H", "H"], "xyz": [[-0.32466, -0.77301, -1.06448], [-0.03951, -0.24475, 0.23527], [0.60296, -1.29318, 1.27358], [-0.25942, -2.38118, 1.56987], [0.87001, 1.02814, 0.09695], [0.02242, 2.56833, -0.47109], [-0.61775, 2.23876, -2.38024], [-0.38719, 0.03038, -1.73635], [-1.18098, -1.22703, -1.24188], [-0.95735, 0.06071, 0.67783], [1.58125, -1.68274, 0.93904], [0.69984, -0.66089, 2.13394], [-1.13464, -1.93380, 1.69508], [1.75437, 0.91113, -0.59709], [1.25463, 1.26717, 1.04541], [-1.88397, 2.09197, -2.17586]], "forces_ev_per_a": [[1.4, 1.5, -2.3], [1.5, -0.7, 0.2], [-0.4, 1.0, -1.6], [-1.1, 1.1, -0.3], [-0.4, -1.1, -2.1], [0.1, -0.1, 0.7], [1.6, 0.5, -0.7], [0.4, -1.2, 0.8], [-1.1, -0.9, 0.7], [-0.9, 0.6, 1.0], [-0.6, 0.2, 0.1], [0.6, 0.2, 0.9], [0.9, -1.0, 0.0], [-1.0, -0.4, 0.7], [0.5, 0.6, 1.3], [-1.5, -0.3, 0.4]], "mulliken_charge": [-0.6267, 0.3667, -0.5420, -0.4925, -1.0491, -0.0296, -0.2823, 0.1468, 0.2452, 0.2950, 0.3137, 0.3367, 0.3184, 0.4026, 0.4176, 0.1794]}

***

- Number 9 is which compound?
  C3H9NOS2